This record from the OMol25 dataset describes 2 unconnected molecules or ions with the total composition C3H9NOS2. The level of theory is the ωB97M-V functional and the def2-TZVPD basis.

```
16
Properties=species:S:1:pos:R:3
C -2.53 1.20 -0.05
C 3.55 -0.94 -0.56
C -2.79 -0.25 0.09
N 2.03 0.99 0.97
O -0.10 -0.89 0.21
S 3.42 0.41 0.65
S -1.44 -1.28 0.86
H -3.36 1.63 -0.73
H -2.47 1.88 0.79
H -1.66 1.50 -0.61
H 3.29 -1.87 -0.24
H 4.54 -1.09 -0.88
H 2.83 -0.50 -1.24
H -2.91 -0.75 -0.85
H -3.56 -0.55 0.86
H 1.16 0.52 0.74
```

As for the calculated total energy: -1045.93412 hartree. For the frontier orbital gap (alpha / beta), the calculation gives 9.6 / 5.7 eV. The HOMO energy (alpha / beta) is -9.077 / -7.109 eV.